1.
16
Properties=species:S:1:pos:R:3 method="wB97M-V/def2-TZVPD" charge=0 smiles=CC.CC spin_multiplicity=1 relative_energy_kj_mol=20.5 homo_ev=-11.655
C 1.15815 -1.48150 -0.27402
C 0.32171 -1.86759 0.93490
H 1.92803 -2.22307 -0.51933
H 0.58059 -1.22495 -1.14167
H 1.81445 -0.64953 -0.02994
H 0.88714 -2.32038 1.75045
H -0.41578 -2.60558 0.66087
H -0.15508 -0.98590 1.34382
C -1.40455 1.43643 -0.73640
C -0.13963 1.90256 0.03461
H -1.14740 1.02281 -1.70977
H -1.87881 0.62858 -0.18175
H -2.06819 2.28626 -0.84744
H -0.16217 1.67199 1.10136
H -0.05518 2.98871 0.00547
H 0.73672 1.42117 -0.39115

2.
7
Properties=species:S:1:pos:R:3 method="wB97M-V/def2-TZVPD" charge=+1 spin_multiplicity=1 relative_energy_kj_mol=74.2 homo_ev=-14.425
Rb -0.64840 -0.51790 -0.16707
O 2.86907 -3.84014 -0.30770
H 3.79365 -3.66967 -0.48747
H 2.87617 -4.55565 0.32808
O -2.82790 3.82824 0.21867
H -2.36917 4.61720 -0.06998
H -3.69342 4.13793 0.48547

3.
102
Properties=species:S:1:pos:R:3 method="wB97M-V/def2-TZVPD" charge=0 smiles="CCCOCc1c(CC(=O)Cl)c(B(O)OCC)c2c(c1CCCN)C(=O)c1c([PH2]=N)c(C[C@@H]3CO3)c(P(C)C)c(COO)c1C2=O.C[N+](=O)[O-].C[N+](=O)[O-]" spin_multiplicity=1 homo_ev=-8.152
C 5.19717 0.27909 5.07874
C 5.16620 1.46818 3.95252
C 3.82226 2.34993 4.13701
O 3.15693 2.39279 2.84540
C 1.75698 2.04025 2.92584
C 1.41496 1.16582 1.60885
C 1.91600 -0.30998 1.41777
C 2.81971 -1.02358 2.55330
C 1.79697 -1.97137 3.38700
O 2.09950 -3.11166 3.79767
Cl 0.07889 -1.38724 3.72801
C 1.54340 -1.17972 0.15586
B 2.09039 -2.72145 -0.00825
O 1.09048 -3.74013 -0.23976
O 3.48915 -3.05898 0.06647
C 4.25868 -2.37935 -0.96107
C 5.72180 -2.09428 -0.30141
C 0.64337 -0.52191 -0.90965
C 0.15846 0.96471 -0.71340
C 0.51057 1.83829 0.51538
C -0.08712 3.31316 0.61227
C 0.97532 4.49444 0.35173
C 2.14416 4.13772 -0.69225
N 3.43103 4.09045 0.07260
C -0.80039 1.54865 -1.87594
O -0.68462 2.69554 -2.36782
C -1.89543 0.46763 -2.37658
C -3.37357 0.79072 -2.68287
P -3.86595 2.62991 -2.48837
N -3.39505 3.15110 -1.02228
C -4.38860 -0.33804 -3.11656
C -5.86738 0.15111 -3.41991
C -6.78857 0.04020 -1.96966
C -6.13552 0.90553 -0.68107
O -6.12267 -0.69923 -0.83560
C -3.96476 -1.85477 -3.25661
P -5.12616 -3.25404 -3.72126
C -6.93711 -2.92481 -3.30005
C -4.75357 -4.84514 -2.70032
C -2.43203 -2.13040 -2.98511
C -1.77668 -3.60438 -3.14153
O -1.69110 -4.31241 -1.87494
O -0.77930 -5.30816 -2.05386
C -1.42675 -1.02575 -2.55966
C 0.12011 -1.27084 -2.24032
O 0.92452 -1.92225 -2.94797
H 6.30748 0.15682 5.35354
H 4.53980 0.58305 5.95973
H 4.77575 -0.71152 4.68110
H 6.11679 2.09130 4.00974
H 5.04936 0.91101 2.94637
H 4.18321 3.42877 4.35274
H 3.16271 2.02095 5.00755
H 1.48139 1.38467 3.82690
H 1.11192 2.98545 3.00701
H 3.70004 -1.60575 2.12445
H 3.12220 -0.19871 3.28024
H 0.80836 -4.02436 0.66215
H 3.85350 -1.34599 -1.24864
H 4.42018 -3.00561 -1.90259
H 6.19232 -3.11979 -0.08449
H 6.37606 -1.44269 -0.98215
H 5.58567 -1.58693 0.72721
H -1.03924 3.47024 -0.02516
H -0.45083 3.43955 1.70519
H 0.36784 5.38374 -0.07244
H 1.41468 4.78754 1.37990
H 2.22125 5.03777 -1.41240
H 1.94142 3.22402 -1.34582
H 3.68548 3.13300 0.34735
H 4.17213 4.54110 -0.48037
H -5.28064 2.83652 -2.53481
H -3.20012 3.33149 -3.55347
H -2.96248 2.38149 -0.49225
H -6.43413 -0.44864 -4.20233
H -5.94652 1.25333 -3.74438
H -7.98333 0.01567 -2.06827
H -6.61368 0.82558 0.35085
H -5.00676 0.89140 -0.52492
H -6.99153 -2.60017 -2.20638
H -7.46688 -3.95398 -3.34389
H -7.50086 -2.25765 -4.02907
H -4.16662 -4.60874 -1.73591
H -4.12562 -5.52145 -3.36909
H -5.72365 -5.41301 -2.46712
H -0.74421 -3.58127 -3.62469
H -2.46150 -4.14126 -3.90912
H 0.12538 -4.89486 -2.06278
C -2.23700 0.80049 6.23086
N -0.97483 1.07151 6.96772
O -0.98304 0.89949 8.17449
O -0.01781 1.44914 6.30559
H -2.99673 0.47560 6.93934
H -2.53644 1.72717 5.74262
H -2.03065 0.01705 5.50158
C 3.32206 0.73315 -3.74101
N 4.58158 1.00920 -3.00077
O 4.57561 0.81873 -1.79470
O 5.53041 1.40667 -3.65549
H 2.56814 0.38801 -3.03485
H 3.00968 1.66268 -4.21575
H 3.53796 -0.03634 -4.48137

4.
6
Properties=species:S:1:pos:R:3 method="wB97M-V/def2-TZVPD" charge=0 smiles=O.O spin_multiplicity=1 relative_energy_kj_mol=19.1 homo_ev=-11.592
O -1.26623 0.97418 0.28536
H -1.63566 0.32337 0.95237
H -0.92197 0.37173 -0.36645
O 0.99035 -0.85974 -0.42267
H 1.89190 -0.69037 -0.71828
H 0.94163 -0.11917 0.26967